[1]
The following is a DFT calculation (the ωB97M-V functional and the def2-TZVPD basis) of a gas-phase ion, C4Cl3O2 (charge -1) at a distorted geometry.

```
9
Properties=species:S:1:pos:R:3:lowdin_charge:R:1
O -2.205 -2.095 0.109 0.121
C -1.662 -1.055 0.059 -0.306
C -1.004 0.066 -0.036 -0.538
Cl -2.175 1.355 -0.348 0.647
C 0.411 0.727 0.121 -0.672
O 0.385 1.956 0.320 -0.149
C 1.576 0.001 0.060 -1.147
Cl 3.120 0.769 -0.069 0.529
Cl 1.555 -1.724 -0.215 0.513
```

SMILES: O=C=C(Cl)C([O-])=C(Cl)Cl
LUMO in hartree: 0.1251
HOMO in eV: -3.171
Net charge: -1

=====

[2]
The following is a DFT calculation (the ωB97M-V functional and the def2-TZVPD basis) of a molecular structure, C4ClIN2 at a distorted geometry.

```
8
Properties=species:S:1:pos:R:3:lowdin_charge:R:1
C -0.441 0.919 0.085 -0.423
C 1.926 -0.084 0.100 -0.298
C 0.659 0.353 0.135 -0.039
C -2.189 -1.197 0.187 -0.920
N -1.506 1.593 0.037 -0.427
N 3.007 -0.492 0.046 0.126
Cl -3.017 -2.611 0.144 0.606
I -3.250 0.592 -0.040 1.375
```

LUMO in hartree: -0.0923
HOMO in eV: -8.038
ΔE to the lowest compared entry with this formula, charge and spin in kcal per mole: 0.0

=====

[3]
The following is a DFT calculation (the ωB97M-V functional and the def2-TZVPD basis) of C4H10 in the gas phase at a distorted geometry.

```
14
Properties=species:S:1:pos:R:3:lowdin_charge:R:1
C -0.820 -0.804 -0.932 -0.106
C 0.300 -0.206 -0.129 -0.520
C 0.355 1.303 -0.329 -0.085
C 0.326 -0.493 1.353 -0.081
H -1.215 -1.706 -0.344 0.099
H -1.741 -0.164 -1.126 0.086
H -0.595 -0.929 -2.008 0.077
H 1.157 -0.608 -0.613 0.110
H 1.250 1.788 -0.014 0.072
H -0.454 1.714 0.238 0.070
H 0.165 1.517 -1.340 0.060
H 0.259 -1.412 1.837 0.047
H 1.371 -0.280 1.758 0.104
H -0.359 0.281 1.649 0.068
```

SMILES: CC(C)C
LUMO in hartree: 0.0432
HOMO in eV: -10.865
ΔE to the lowest compared entry with this formula, charge and spin in kcal per mole: 25.8

=====

[4]
The following is a DFT calculation (the ωB97M-V functional and the def2-TZVPD basis) of 2 unconnected molecules or ions with the total composition C4H10 at a distorted geometry.

```
14
Properties=species:S:1:pos:R:3:lowdin_charge:R:1
C 2.332 0.444 -0.707 -0.169
C 1.859 -0.679 0.235 -0.171
H 1.818 1.399 -0.641 0.052
H 2.433 0.108 -1.739 0.062
H 3.361 0.675 -0.428 0.065
H 2.734 -1.177 0.644 0.065
H 1.447 -0.171 1.110 0.051
H 1.123 -1.373 -0.160 0.047
C -3.214 -0.168 0.784 0.237
C -2.603 0.430 -0.297 0.239
H -2.635 -0.898 1.354 0.133
H -4.167 0.192 1.176 0.127
H -2.045 -0.283 -0.910 0.126
H -2.443 1.501 -0.421 0.134
```

<S²>: 0.75
LUMO (alpha / beta) in hartree: -0.2648 / -0.3461
HOMO (alpha / beta) in eV: -14.571 / -14.571
Multiplicity: 2
ΔE to the lowest compared entry with this formula, charge and spin in kcal per mole: 28.1
Net charge: +1

=====

[5]
The following is a DFT calculation (the ωB97M-V functional and the def2-TZVPD basis) of C4H10BClO2 in the gas phase at a distorted geometry.

```
18
Properties=species:S:1:pos:R:3:lowdin_charge:R:1
C 0.383 2.138 -0.788 -0.087
C -0.007 0.615 -0.726 -0.469
C 0.936 -0.416 -1.108 -0.129
C -0.222 0.352 0.808 -0.532
Cl 1.331 0.724 1.631 0.638
B -0.745 -1.329 1.112 -0.743
O -1.941 -1.627 0.750 0.241
O 0.032 -2.153 1.827 0.188
H 1.399 2.329 -0.548 0.043
H 0.230 2.458 -1.805 0.071
H -0.197 2.675 -0.112 0.047
H -1.027 0.529 -1.125 0.141
H 2.020 -0.071 -1.064 0.109
H 0.677 -1.349 -0.758 0.040
H 0.957 -0.479 -2.263 0.112
H -1.051 1.021 1.184 0.105
H -2.416 -2.413 1.038 0.130
H -0.358 -3.003 1.949 0.094
```

SMILES: CC(C)[C@H](Cl)B(O)O
LUMO in hartree: 0.0032
HOMO in eV: -9.597
ΔE to the lowest compared entry with this formula, charge and spin in kcal per mole: 40.6

=====

[6]
The following is a DFT calculation (the ωB97M-V functional and the def2-TZVPD basis) of a molecular structure, C4H10BN at a distorted geometry.

```
16
Properties=species:S:1:pos:R:3:lowdin_charge:R:1
B 1.741 0.668 0.933 -0.305
C 0.220 1.008 0.418 -0.049
C 1.111 -0.163 -0.191 -0.239
C 1.082 -1.283 0.774 -0.160
C -2.031 0.398 -1.466 -0.027
N 1.594 -0.360 1.905 0.092
H -0.584 0.583 1.015 0.068
H -0.156 1.734 -0.293 0.058
H -1.187 0.345 -2.074 0.003
H 1.562 -0.226 -1.279 0.160
H 0.006 -1.610 0.953 0.143
H 1.863 -2.007 0.411 0.126
H -2.651 -0.368 -1.901 0.036
H -2.439 1.337 -1.618 0.002
H -1.705 0.607 -0.470 -0.020
H 1.573 -0.662 2.883 0.111
```

LUMO in hartree: -0.0069
HOMO in eV: -7.832
ΔE to the lowest compared entry with this formula, charge and spin in kcal per mole: 124.4

=====

The E_tot results, record by record, are as follows: -1683.48202; -1019.51387; -158.36179; -157.96770; -793.99309; -237.83178 hartree.